(1)
ORCA calculation (wB97M-V/def2-TZVPD) on a cluster of 3 separate species, C4H10Cl in total in a non-equilibrium geometry.

The calculation puts the molar mass at 93.58 u. As for the energy above the lowest of the compared OMol25 structures with the same formula, charge and spin: 289.5 kJ/mol. The value obtained for the HOMO energy is -3.10 eV. The calculated total energy is -16831.7988 eV. The LUMO energy is 0.1501 hartree. For the HOMO-LUMO gap, the calculation gives 7.2 eV.

ORCA input file:
```
! wB97M-V def2-TZVPD RIJCOSX def2/J DEFGRID3
* xyz -1 1
H -0.3429 -2.0098 -0.2683
H 1.4142 -2.0282 -0.6733
C 0.5195 -1.3947 -0.5806
H -1.8992 1.9346 -0.2697
C -0.4711 0.6137 0.6969
C 0.6886 -0.3520 0.5070
H 0.2296 -0.9582 -1.5481
Cl 2.6263 1.1311 -0.5164
C -1.1536 1.1731 -0.5447
H -1.2117 0.0426 1.2900
H 0.3580 -1.3010 1.6493
H -0.1515 1.4297 1.3650
H 1.5107 -0.3155 1.2344
H -0.4377 1.6487 -1.2320
H -1.6791 0.3859 -1.1094
*
```

Here are the Mulliken charges for atoms 1 to 5, given in e:
1 H 0.31
2 H 0.33
3 C -1.17
4 H 0.37
5 C -0.27

=====

(2)
ORCA calculation (wB97M-V/def2-TZVPD) on an isolated molecule of C3H4O2 in a non-equilibrium geometry.

The calculation puts the molar mass at 72.06 u. As for the energy above the lowest of the compared OMol25 structures with the same formula, charge and spin: 256.3 kJ/mol. Its structure (SMILES) is O=C[C@H]1CO1. The value obtained for the HOMO energy is -10.17 eV. The calculated total energy is -7268.0293 eV. The LUMO energy is 0.0358 hartree. For the HOMO-LUMO gap, the calculation gives 11.1 eV.

ORCA input file:
```
! wB97M-V def2-TZVPD RIJCOSX def2/J DEFGRID3
* xyz 0 1
H 0.6400 -0.3407 1.8139
O 1.1376 -0.4551 -1.0495
H 0.7923 1.3728 -0.0339
C 0.3247 0.6749 -0.7471
H -0.8298 -1.2004 -0.8614
C -0.0413 -0.6794 -0.3137
C -0.2378 -0.4036 1.1398
H -0.4518 1.0291 -1.4119
O -1.3338 0.0024 1.4638
*
```

Here are the Mulliken charges for atoms 1 to 5, given in e:
1 H 0.40
2 O -0.39
3 H 0.27
4 C -0.47
5 H 0.36

=====

(3)
ORCA calculation (wB97M-V/def2-TZVPD) on a cluster of 7 separate species, C47H56ClFN10O5P2S in total in a non-equilibrium geometry.

The calculation puts the molar mass at 989.50 u. Its structure (SMILES) is C#Cc1c2c(c(P(=N)(O)O)c(Cl)c1P(O)O)Nc1c(N=C=O)c(CCCCCN)cc(CCCF)c1S2.c1cc[nH]c1.c1cc[nH]c1.c1cc[nH]c1.c1cc[nH]c1.c1cc[nH]c1.c1cc[nH]c1. The value obtained for the HOMO energy is -7.92 eV. The calculated total energy is -119409.5301 eV. The LUMO energy is -0.0677 hartree. For the HOMO-LUMO gap, the calculation gives 6.1 eV.

ORCA input file:
```
! wB97M-V def2-TZVPD RIJCOSX def2/J DEFGRID3
* xyz 0 1
C 2.5951 2.3974 0.6666
H 0.8597 3.8509 -3.1096
C -4.8380 4.6933 -1.0413
C -3.0343 3.3867 0.4770
H 3.3044 -8.9629 2.1023
N 1.8380 4.0722 -3.2422
H -9.4619 -4.4495 -0.1898
H -9.5242 -4.7157 1.4569
C -0.1805 -3.3871 -0.0572
C 3.3246 -8.1057 5.1834
H -10.2498 -0.9383 -0.0763
C 4.0388 3.8471 -3.4591
H 12.2494 7.7346 -2.3373
P 3.8918 -1.8108 1.5816
C -7.1415 -0.4879 1.5345
H -4.5324 5.3488 -3.7672
C -2.7247 0.6899 -0.2912
H -1.1864 -5.2779 -2.6053
N 10.9659 4.7459 -2.0206
H 1.6933 6.1908 -3.4825
P -1.1282 -5.0254 -0.2984
C 2.3455 5.3282 -3.4510
C 11.6731 6.8521 -2.0913
H -11.2006 -2.9196 -0.3142
H -12.1558 -3.8025 1.1371
H -5.8100 2.2190 1.5077
N -0.2436 -6.3711 -0.1576
S -0.9650 1.0321 -0.9564
H 2.6703 2.1104 -3.0849
C -4.6980 -1.2867 0.1352
C 2.1625 -1.8304 0.7708
H -11.3855 -1.8654 2.3526
O -2.3644 -5.1106 0.9653
C 2.2462 1.0373 0.4086
C 3.6396 -3.3357 5.6482
H -0.5990 -6.9615 0.6530
H -9.7746 -2.8199 2.5993
H -3.6934 5.5940 0.7941
C -4.3195 5.9767 -5.7839
C -11.0805 -3.4969 0.7207
C 10.1314 5.4709 -1.2103
H 4.7974 0.1782 2.1873
H 4.2451 -1.7872 4.3282
H 3.1977 -3.9941 4.9124
H 9.0581 2.6402 -1.4869
H 6.2964 -0.3411 -0.3700
H -2.7046 -6.0624 0.8822
H 5.0258 3.4067 -3.5156
C 3.0822 -7.1395 3.1664
H -6.5790 4.0381 -7.2041
H -9.7571 -0.1733 1.6686
C -5.6701 -0.1772 0.8747
C -5.9005 4.5726 -6.5520
N -4.8241 5.2577 -4.7317
C 3.7742 -3.4605 7.0129
H 5.9368 -2.3873 0.9207
C -4.1804 4.5631 0.4825
H 3.6020 -10.1470 4.2974
H -5.9517 5.0672 -0.8877
H 4.6939 -2.0661 8.5042
N 3.2773 -8.4851 2.9937
C 7.6273 1.5008 -2.7845
H -2.7946 -2.8114 -1.1148
C -5.7848 4.3950 -5.1913
H 10.0951 7.6011 -0.6902
H 5.1526 -0.5292 6.3038
H -4.7695 3.6688 -1.6284
C -0.0387 -0.5380 -0.3809
N -2.2862 -1.9016 -1.1552
H 9.3142 4.9924 -0.6873
C 1.4681 -0.4352 0.2558
C -0.9031 -1.9605 -0.5493
F -4.0608 5.7952 -1.7204
H -4.9946 4.2884 1.2805
C -3.1960 -0.9053 -0.4726
C 10.5501 6.7825 -1.2327
N 4.1967 -2.1402 5.2751
H -7.8547 -1.3838 -0.5188
H 3.3990 -8.2620 6.2518
C -8.1057 -1.4702 0.6433
C -9.6980 -1.1228 0.9537
N 7.7759 1.1851 -0.5892
C 6.8152 0.3224 -1.0489
O -1.8850 -5.1240 -1.9031
C -3.6584 1.8487 0.4028
C -5.5798 -2.8437 -1.3399
H -2.4653 3.4527 1.5151
C 8.2805 1.9041 -1.6414
C 4.6767 -1.4973 6.3864
H -6.3036 3.7315 -4.5125
H 10.8980 3.7508 -2.1901
C -4.9727 5.5734 -6.9270
H 4.3964 6.0355 -3.7710
C 4.4303 -2.2966 7.4801
H -3.5419 6.7128 -5.6294
H 3.4353 -4.2986 7.6079
C -5.1306 1.4027 0.9751
C 11.9060 5.5808 -2.5663
N -5.1860 -2.7446 0.0006
H 2.7458 3.5028 1.0913
Cl 2.2516 -4.7721 1.2677
H 2.9439 -6.4864 2.3152
H 8.0676 1.2762 0.3752
H 2.9742 -5.9038 4.9750
H 7.8008 1.8855 -3.7812
C 1.3340 -3.2741 0.6166
O 5.1666 -1.9621 0.4054
O -5.5983 -2.9025 -2.7006
H -2.2301 3.5963 -0.3591
N -10.1350 -4.6738 0.6021
H -4.7992 5.9581 -7.9237
C -10.4685 -2.3584 1.7722
H -7.6777 0.5670 1.6667
C 6.6995 0.5000 -2.4095
O 4.0969 -0.4222 2.6222
C 3.7106 5.2175 -3.5922
H 12.6590 5.1996 -3.2431
C 2.8638 3.1633 -3.2401
H -7.9120 -2.5948 0.9849
C 3.1032 -6.8763 4.5179
H 6.0210 -0.0345 -3.0617
C 3.4314 -9.0817 4.2181
H -7.0130 -0.9029 2.6432
*
```

Here are the Mulliken charges for atoms 1 to 5, given in e:
1 C -0.60
2 H 0.19
3 C -0.16
4 C -0.54
5 H 0.20

=====

Q: What is the formula in the first record?
A: C4H10Cl

=====

Q: Among the records above, which one has the lowest HOMO-LUMO gap?
A: C47H56ClFN10O5P2S

=====

Q: What is the molar mass in the second record?
A: 72.06 u

=====

Q: Which of these has the highest molar mass?
A: C47H56ClFN10O5P2S